Density functional theory data (the ωB97M-V functional and the def2-TZVPD basis) for a molecular structure, C17H20BClN6Zn in a non-equilibrium geometry.

```
! wB97M-V def2-TZVPD RIJCOSX def2/J DEFGRID3
* xyz 0 1
H 0.5597 3.1120 0.3131
N 0.1676 1.5986 -1.1137
B -0.1858 0.2956 -3.2895
N 0.1736 1.5855 -2.5213
C 0.5416 2.8023 -2.9867
Zn -0.2567 -0.0842 0.0981
H 0.6046 2.9295 -4.0593
C 0.7627 3.6273 -1.8816
H 1.0679 4.6613 -1.9099
C 0.5096 2.8340 -0.7376
H -0.1160 0.4116 -4.4461
C -0.9695 -1.7673 1.1261
H -0.9715 -1.5776 2.1906
H -0.2754 -2.5987 0.9372
H -1.9454 -2.1163 0.8035
N -1.6110 -0.0915 -2.8300
N 0.7549 -0.7794 -2.7117
N -1.8478 -0.2680 -1.4648
N 0.8486 -1.0400 -1.3370
C -2.7551 -0.3015 -3.5179
C 1.6292 -1.5773 -3.3519
H -2.7159 -0.2037 -4.5984
H 1.6736 -1.4630 -4.4199
C -3.7542 -0.6210 -2.6001
C 2.2624 -2.3702 -2.4113
C -3.1328 -0.5947 -1.3221
C 1.7292 -2.0169 -1.1566
H -4.7867 -0.8425 -2.8148
H 3.0161 -3.1142 -2.6077
H -3.5583 -0.7915 -0.3457
H 1.9296 -2.4189 -0.1671
H -1.6394 0.1894 1.0633
Cl -0.2337 2.6022 2.8169
C 0.4115 1.2593 3.7046
C 0.0372 1.0875 5.0218
C 0.4417 -0.0501 5.7403
C 1.1724 -1.0412 5.0743
C 1.4836 -0.9130 3.7252
C 1.1112 0.2748 3.0042
C 1.3158 0.3866 1.5555
H -0.6142 1.7986 5.5034
H 0.2030 -0.1543 6.7769
H 1.4404 -1.9414 5.6055
H 1.9225 -1.7338 3.2066
H 1.6223 1.3784 1.2089
H 1.9770 -0.3624 1.1264
*
```

The value obtained for the energy relative to the best compared isomer or geometry (same formula, charge and spin) is 485.5 kJ/mol. As for the energy: -3252.61544 Ha. The molar mass is 420.04 g/mol. Its HOMO-LUMO gap (alpha / beta) is 0.2556 / 0.1819 hartree.